41
Properties=species:S:1:pos:R:3:mulliken_charge:R:1 method="wB97M-V/def2-TZVPD" gap_ev=6.948 e_tot_ha=-3660.30390 multiplicity=1
O -2.88 -0.04 1.51 -0.78
C -1.77 -0.41 1.84 -0.18
N -1.66 -1.14 3.00 -0.12
C -0.32 -1.07 3.42 -0.14
C 0.25 -1.56 4.59 -0.37
Br -0.70 -2.73 5.80 -0.21
C 1.59 -1.35 4.89 -0.22
C 2.40 -0.71 3.96 -1.30
C 1.82 -0.28 2.76 0.19
C 0.46 -0.40 2.46 0.95
C -0.41 -0.04 1.36 0.64
C 0.01 0.32 0.07 0.18
C 1.45 0.36 -0.25 -0.08
C 2.10 -0.84 -0.37 0.19
C 3.48 -0.83 -0.60 -0.80
C 4.16 0.39 -0.84 -0.34
C 3.49 1.61 -0.71 -0.72
C 2.13 1.57 -0.39 0.13
C -0.92 0.34 -1.07 0.10
N -0.52 0.55 -2.34 -0.58
C -1.66 0.61 -3.11 0.53
C -1.72 0.89 -4.46 -0.65
C -2.97 0.94 -5.08 -0.40
C -4.15 0.73 -4.30 -0.51
C -4.03 0.46 -2.93 -0.59
C -2.76 0.36 -2.38 0.21
N -2.27 0.17 -1.10 -0.02
H -2.42 -1.15 3.71 0.32
H 1.99 -1.69 5.84 0.42
H 3.46 -0.62 4.16 0.42
H 2.56 0.16 2.06 0.22
H 1.64 -1.80 -0.24 0.43
H 4.11 -1.74 -0.61 0.37
H 5.23 0.39 -1.05 0.38
H 4.02 2.58 -0.77 0.36
H 1.59 2.52 -0.26 0.38
H -0.80 1.11 -5.04 0.38
H -3.07 1.26 -6.11 0.36
H -5.13 0.75 -4.81 0.35
H -4.93 0.28 -2.32 0.36
H -2.87 0.05 -0.31 0.16